Here is a cluster of 2 separate species, C26H45BF9N2O8P in total in a non-equilibrium geometry from the OMol25 dataset. Energies are from ωB97M-V/def2-TZVPD.

```
92
Properties=species:S:1:pos:R:3
C -5.106 -1.370 3.948
C -4.658 0.080 3.767
C -4.515 0.463 2.297
C -4.166 1.948 2.088
C -2.654 2.157 1.961
C -2.249 3.507 1.348
C -0.981 4.131 1.935
O 0.080 4.337 0.968
C 1.208 3.625 1.220
O 2.117 4.063 1.825
C 1.241 2.246 0.614
C 0.621 1.209 1.299
C 0.639 -0.066 0.774
C 0.014 -1.216 1.512
C 0.779 -1.552 2.797
O 0.845 -0.435 3.660
C -0.091 -0.478 4.698
C -0.012 0.829 5.472
F -1.188 1.117 6.034
F 0.913 0.789 6.425
F 0.295 1.862 4.661
N 1.281 -0.278 -0.404
O 1.239 -1.571 -0.852
C 0.051 -1.960 -1.592
C -0.327 -1.206 -2.855
N -1.392 -0.222 -2.721
C -1.730 0.326 -4.031
C -1.424 1.813 -4.207
C -2.651 2.700 -4.017
O -0.325 2.145 -3.359
C 1.968 0.671 -1.083
C 2.847 0.457 -2.299
C 3.283 -0.912 -2.826
C 4.518 -1.471 -2.117
O 4.274 -1.917 -0.807
C 3.756 -3.235 -0.795
C 1.913 1.983 -0.582
B 2.656 3.178 -1.326
O 2.256 3.533 -2.586
O 3.647 3.862 -0.672
H -4.283 -2.060 3.777
H -5.442 -1.528 4.971
H -5.939 -1.609 3.291
H -3.682 0.183 4.247
H -5.350 0.750 4.272
H -3.738 -0.168 1.860
H -5.442 0.206 1.786
H -4.678 2.316 1.203
H -4.511 2.480 2.972
H -2.243 2.086 2.972
H -2.242 1.347 1.363
H -3.079 4.204 1.448
H -2.085 3.367 0.283
H -1.213 5.108 2.348
H -0.630 3.525 2.767
H 0.128 1.362 2.239
H 0.002 -2.120 0.918
H -1.011 -0.944 1.760
H 1.771 -1.940 2.585
H 0.227 -2.361 3.281
H -1.118 -0.601 4.347
H 0.144 -1.285 5.395
H 0.296 -2.983 -1.870
H -0.824 -2.016 -0.944
H -0.719 -1.975 -3.520
H 0.540 -0.779 -3.359
H -1.167 0.501 -2.053
H -2.800 0.197 -4.210
H -1.231 -0.243 -4.812
H -1.115 1.951 -5.247
H -3.348 2.296 -3.288
H -3.182 2.736 -4.967
H -2.379 3.725 -3.779
H 0.019 3.000 -3.627
H 3.778 0.980 -2.071
H 2.374 1.045 -3.086
H 3.582 -0.785 -3.867
H 2.506 -1.654 -2.837
H 4.877 -2.303 -2.730
H 5.323 -0.736 -2.085
H 3.591 -3.529 0.237
H 4.444 -3.947 -1.243
H 2.813 -3.311 -1.327
H 2.368 4.478 -2.732
H 4.430 3.948 -1.226
F 2.773 -8.291 -1.423
P 3.040 -6.885 -2.236
F 1.944 -7.466 -3.320
F 4.095 -5.661 -2.657
F 4.144 -7.756 -3.091
F 3.358 -6.363 -0.687
F 1.916 -5.637 -2.205
```

Output
LUMO level: -1.472 eV
Gap between HOMO and LUMO: 8.101 eV
E_tot: -81477.24703 eV

Computed Mulliken charges, given in elementary charges: C -1.31; C -0.14; C -0.54; C -0.96; C 0.81; C -0.74; C -0.38; O -0.43; C -0.67; O -0.45; C 0.09; C -1.02; C 0.97; C -0.13; C -1.19; O -0.38; C -0.51; C 0.77; F -0.30; F -0.29; F -0.24; N 0.78; O -0.13; C -1.07; C -0.58; N -0.23; C -1.13; C 0.32; C -1.46; O -0.28; C 1.11; C -1.44; C -0.44; C -1.09; O -0.39; C -0.71; C 0.26; B 1.04; O -0.69; O -0.68; H 0.29; H 0.39; H 0.33; H -0.05; H 0.37; H 0.12; H 0.45; H 0.43; H 0.44; H -0.11; H -0.38; H 0.48; H 0.25; H 0.46; H 0.21; H 0.54; H 0.35; H -0.28; H 0.49; H 0.46; H 0.25; H 0.48; H 0.61; H 0.44; H 0.68; H 0.44; H 0.10; H 0.45; H 0.39; H 0.40; H 0.35; H 0.40; H 0.36; H 0.21; H 0.70; H 0.43; H 0.56; H -0.07; H 0.46; H 0.43; H 0.35; H 0.43; H 0.13; H 0.31; H 0.33; F -0.34; P 1.02; F -0.33; F -0.34; F -0.34; F -0.35; F -0.31

---

Here is a structure of composition C26H45ClGeMgN3O3SSi3 in a non-equilibrium geometry from the OMol25 dataset. Energies are from ωB97M-V/def2-TZVPD.

```
84
Properties=species:S:1:pos:R:3
Mg -0.097 0.018 0.325
Cl 5.937 -0.478 4.272
C 4.666 -0.436 3.097
C 4.991 -0.518 1.731
C 4.009 -0.468 0.787
C 2.633 -0.314 1.132
O 1.749 -0.189 0.237
C 2.320 -0.314 2.535
C 0.980 -0.304 2.987
O -0.043 -0.281 2.290
C 3.362 -0.352 3.490
H 6.024 -0.622 1.441
H 4.244 -0.552 -0.264
H 0.851 -0.360 4.083
H 3.108 -0.305 4.538
N -2.019 -0.021 -0.032
C -3.180 0.026 0.092
C -4.526 0.054 0.204
C -5.331 -0.009 -0.938
N -5.984 -0.053 -1.884
C -5.107 0.085 1.475
N -5.573 0.115 2.525
C -1.915 2.466 2.968
Si -0.411 3.400 2.248
C -0.782 5.284 2.224
C 1.124 3.118 3.372
Ge 0.030 2.630 -0.034
Si -1.710 3.537 -1.517
C -3.468 3.511 -0.763
C -1.650 2.569 -3.170
C -1.361 5.378 -1.945
Si 2.215 3.445 -0.824
C 2.217 5.365 -0.780
C 2.424 2.897 -2.649
C 3.746 2.896 0.192
H -2.100 2.702 4.012
H -1.764 1.391 2.890
H -2.817 2.710 2.414
H -0.946 5.672 3.225
H -1.671 5.496 1.639
H 0.043 5.838 1.787
H 0.914 3.326 4.418
H 1.954 3.752 3.072
H 1.459 2.086 3.307
H -3.781 2.503 -0.523
H -4.193 3.916 -1.463
H -3.525 4.099 0.148
H -1.642 1.494 -2.999
H -0.751 2.825 -3.725
H -2.504 2.798 -3.802
H -1.262 5.990 -1.055
H -2.173 5.787 -2.537
H -0.450 5.476 -2.526
H 1.378 5.775 -1.328
H 3.124 5.763 -1.223
H 2.158 5.736 0.237
H 1.725 3.435 -3.284
H 2.223 1.834 -2.759
H 3.424 3.088 -3.026
H 3.582 3.024 1.258
H 4.625 3.474 -0.077
H 3.980 1.851 0.024
C -1.945 -5.010 -1.571
C -1.988 -4.716 -0.074
C -1.840 -3.227 0.195
S -0.160 -2.494 0.000
O 0.339 -2.845 -1.326
C 0.746 -3.549 1.233
C 1.580 -4.638 0.578
C 2.915 -4.109 0.072
H -2.023 -6.079 -1.754
H -1.018 -4.640 -2.001
H -2.775 -4.513 -2.070
H -1.210 -5.285 0.438
H -2.948 -5.044 0.336
H -2.119 -2.955 1.214
H -2.462 -2.668 -0.504
H -0.005 -3.956 1.905
H 1.382 -2.857 1.788
H 1.031 -5.050 -0.270
H 1.750 -5.442 1.299
H 2.744 -3.354 -0.692
H 3.495 -4.920 -0.364
H 3.491 -3.668 0.885
```

Output
<S²>: 0.7527
Multiplicity: 2
LUMO level (spin up / spin down): -0.977 / -2.513 eV
Gap between HOMO and LUMO (spin up / spin down): 7.232 / 5.832 eV
E_tot: -147259.22339 eV

Computed Mulliken charges, given in elementary charges: Mg 0.96; Cl -0.23; C -0.18; C -0.51; C -0.88; C 1.84; O -1.38; C 1.02; C -0.91; O -0.79; C -1.04; H 0.46; H 0.57; H 0.22; H 0.45; N -0.33; C 0.61; C 0.11; C 0.10; N -0.56; C 0.03; N -0.53; C -0.92; Si 0.41; C -1.02; C -0.65; Ge 0.14; Si 0.80; C -0.81; C -1.09; C -1.21; Si 0.64; C -1.05; C -1.21; C -0.83; H 0.47; H 0.10; H 0.25; H 0.39; H 0.24; H 0.26; H 0.44; H 0.29; H -0.05; H 0.01; H 0.44; H 0.27; H 0.28; H 0.29; H 0.41; H 0.33; H 0.41; H 0.28; H 0.23; H 0.38; H 0.27; H 0.28; H 0.35; H 0.41; H 0.22; H 0.52; H 0.02; C -1.31; C -0.31; C -1.05; S 0.90; O -0.74; C -0.67; C -0.47; C -1.27; H 0.38; H 0.28; H 0.39; H 0.22; H 0.41; H 0.49; H 0.46; H 0.59; H -0.01; H 0.20; H 0.49; H 0.28; H 0.47; H 0.25